Entry 1:
Below is an isolated ion of composition C3H5N2OS and charge +1, with properties calculated with the ωB97M-V functional and the def2-TZVPD basis.

Geometry (Å):
C: -0.057 -1.660 0.103
C: -1.844 -0.550 -0.025
C: -0.130 -0.200 0.451
N: -1.362 -1.733 -0.326
N: 0.581 0.860 -0.275
O: 0.772 -2.535 0.113
S: -3.178 0.350 0.061
H: 0.134 -0.176 1.542
H: -1.753 -2.586 -0.738
H: 0.187 0.763 -1.268
H: 1.665 0.901 -0.059
H: 0.220 1.811 -0.034

Atoms 1-3, force components in eV/Å:
2.07 -1.60 -1.77
0.64 3.98 1.53
-1.61 -0.36 2.69

Relative energy (zero: lowest compared OMol25 entry of this formula, charge and spin) in eV: 1.485
Charge: +1
HOMO level in Ha: -0.489
DFT total energy in Ha: -699.92062
SMILES: [NH3+][C@@H]1C(=O)NC1=S

---

Entry 2:
Below is a 11-piece molecular cluster, C28H83N5O11 overall, with properties calculated with the ωB97M-V functional and the def2-TZVPD basis.

Geometry (Å):
O: -12.301 -0.994 -24.186
H: -11.424 -1.130 -23.826
H: -12.701 -0.346 -23.607
O: -13.521 0.733 -22.142
H: -13.308 1.445 -21.538
H: -14.186 0.220 -21.683
C: -13.358 -5.166 -17.347
C: -14.326 -6.102 -18.068
C: -14.364 -5.986 -19.526
O: -15.571 -6.591 -19.976
C: -15.873 -6.555 -21.377
N: -14.117 -7.438 -17.570
H: -13.465 -5.210 -16.264
H: -13.558 -4.128 -17.611
H: -12.300 -5.375 -17.509
H: -15.304 -5.778 -17.711
H: -13.476 -6.415 -19.991
H: -14.408 -4.928 -19.783
H: -16.793 -7.061 -21.669
H: -15.185 -7.205 -21.918
H: -15.895 -5.543 -21.782
H: -13.198 -7.738 -17.862
H: -14.704 -8.011 -18.159
C: -9.792 -3.669 -20.235
C: -8.279 -3.305 -20.213
C: -7.297 -4.435 -19.684
O: -7.589 -4.578 -18.303
C: -6.978 -5.656 -17.687
N: -7.931 -3.088 -21.585
H: -9.798 -4.545 -20.883
H: -10.438 -2.901 -20.661
H: -10.220 -3.935 -19.269
H: -8.071 -2.441 -19.582
H: -6.290 -4.058 -19.862
H: -7.456 -5.403 -20.159
H: -7.409 -5.812 -16.698
H: -5.909 -5.466 -17.592
H: -7.065 -6.575 -18.265
H: -6.948 -2.869 -21.657
H: -8.046 -3.927 -22.137
C: -9.692 0.321 -21.344
C: -9.423 0.139 -22.826
C: -7.967 0.527 -23.090
O: -7.602 0.430 -24.445
C: -6.276 0.821 -24.764
N: -9.705 -1.321 -23.194
H: -9.173 -0.432 -20.751
H: -10.757 0.302 -21.115
H: -9.432 1.355 -21.118
H: -10.104 0.740 -23.430
H: -7.198 -0.017 -22.542
H: -7.879 1.571 -22.790
H: -5.432 0.323 -24.286
H: -6.099 1.891 -24.656
H: -6.150 0.436 -25.776
H: -9.335 -1.508 -24.115
H: -9.298 -1.921 -22.491
C: -16.593 2.953 -22.436
C: -17.347 2.379 -21.181
C: -18.202 1.121 -21.408
O: -19.187 1.425 -22.361
C: -19.739 0.179 -22.946
N: -16.343 1.996 -20.234
H: -16.077 2.136 -22.940
H: -15.843 3.701 -22.180
H: -17.280 3.370 -23.172
H: -17.976 3.154 -20.743
H: -18.632 0.916 -20.428
H: -17.501 0.327 -21.666
H: -18.902 -0.385 -23.357
H: -20.394 0.413 -23.786
H: -20.262 -0.476 -22.249
H: -15.675 2.751 -20.310
H: -15.839 1.196 -20.589
C: -21.760 -4.748 -21.602
C: -20.699 -4.228 -20.608
C: -20.239 -2.794 -20.923
O: -19.718 -2.748 -22.225
C: -18.413 -3.263 -22.314
N: -21.221 -4.421 -19.289
H: -22.176 -5.737 -21.408
H: -21.314 -4.737 -22.596
H: -22.666 -4.141 -21.618
H: -19.834 -4.892 -20.612
H: -19.504 -2.450 -20.195
H: -21.028 -2.055 -20.786
H: -18.225 -4.323 -22.141
H: -17.771 -2.636 -21.696
H: -18.202 -3.071 -23.366
H: -21.061 -5.377 -19.005
H: -20.689 -3.987 -18.548
C: -11.321 -0.150 -17.920
C: -9.918 -0.810 -17.522
O: -8.931 0.160 -17.472
H: -11.599 0.736 -17.349
H: -12.145 -0.859 -17.838
H: -11.397 0.128 -18.971
H: -9.695 -1.589 -18.252
H: -9.946 -1.383 -16.595
H: -8.188 -0.152 -16.951
C: -17.351 -3.681 -18.562
C: -17.178 -2.171 -18.567
O: -15.836 -1.972 -18.151
H: -18.287 -4.078 -18.955
H: -17.282 -4.047 -17.537
H: -16.504 -4.223 -18.981
H: -17.794 -1.707 -17.797
H: -17.473 -1.761 -19.533
H: -15.860 -1.808 -17.205
C: -13.228 -2.432 -20.719
C: -14.620 -2.001 -21.198
O: -14.960 -0.811 -20.454
H: -13.239 -2.777 -19.685
H: -12.456 -1.669 -20.819
H: -12.864 -3.302 -21.266
H: -15.355 -2.797 -21.078
H: -14.634 -1.781 -22.266
H: -15.192 -1.137 -19.581
C: -15.783 -0.112 -24.566
C: -16.512 0.789 -25.560
O: -15.728 0.872 -26.729
H: -15.660 -1.123 -24.954
H: -16.292 -0.306 -23.622
H: -14.802 0.270 -24.282
H: -16.636 1.819 -25.226
H: -17.518 0.393 -25.700
H: -15.060 1.550 -26.601

Atoms 1-3, force components in eV/Å:
-0.05 -0.38 -0.58
0.13 -0.17 0.11
-0.44 0.56 0.56

Charge: +1
HOMO level (alpha / beta) in Ha: -0.395 / -0.395
DFT total energy in Ha: -2217.50928
2S+1: 2

---

Entry 3:
Below is a 2-piece molecular cluster, C7H17NOP overall, with properties calculated with the ωB97M-V functional and the def2-TZVPD basis.

Geometry (Å):
C: -2.048 0.309 -1.337
C: -1.624 -1.055 -0.848
C: -2.200 1.188 -0.042
C: -1.160 -0.798 0.542
C: -0.636 -1.788 1.463
C: 2.548 -0.101 -1.449
C: 1.944 1.764 0.585
N: -1.693 0.316 0.935
O: 1.885 -0.834 1.053
P: 1.316 0.182 -0.114
H: -1.324 0.736 -1.955
H: -2.951 0.346 -1.837
H: -2.445 -1.705 -0.665
H: -0.854 -1.501 -1.526
H: -1.602 2.045 -0.168
H: -3.302 1.480 0.190
H: -0.838 -1.402 2.465
H: 0.466 -1.845 1.427
H: -1.153 -2.667 1.263
H: 3.280 0.677 -1.537
H: 3.002 -1.084 -1.265
H: 2.044 -0.224 -2.306
H: 2.186 2.557 -0.200
H: 1.119 2.176 1.084
H: 2.623 1.394 1.266
H: 2.934 -0.918 1.098
H: -1.514 0.754 1.877

Atoms 1-3, force components in eV/Å:
-0.23 0.55 1.99
1.47 0.20 -0.70
-2.85 -0.52 -1.87

Relative energy (zero: lowest compared OMol25 entry of this formula, charge and spin) in eV: 1.950
Charge: +1
HOMO level in Ha: -0.467
DFT total energy in Ha: -747.99697

---

Entry 4:
Below is a 2-piece molecular cluster, C4H3O3 overall, with properties calculated with the ωB97M-V functional and the def2-TZVPD basis.

Geometry (Å):
C: -0.973 0.465 -0.084
C: -0.295 0.894 -1.095
C: -2.329 2.184 -2.560
C: 0.495 -0.108 -0.150
O: -2.356 3.145 -1.904
O: -2.542 1.284 -3.240
O: -0.030 1.596 -2.102
H: -2.037 0.142 0.193
H: 1.148 0.070 0.705
H: 0.516 -1.121 -0.659

Atoms 1-3, force components in eV/Å:
-2.21 -1.48 1.44
2.54 1.30 -0.58
0.15 1.24 1.03

Relative energy (zero: lowest compared OMol25 entry of this formula, charge and spin) in eV: 1.199
Charge: -1
HOMO level in Ha: -0.107
DFT total energy in Ha: -379.91210

---

Entry 5:
Below is C16H32O32S8 as an isolated structure, with properties calculated with the ωB97M-V functional and the def2-TZVPD basis.

Geometry (Å):
C: 3.050 -3.629 4.113
C: 1.653 -3.715 3.516
O: 1.941 -3.486 2.100
S: 2.823 -2.151 2.103
O: 2.133 -0.942 2.506
O: 3.586 -2.072 0.888
O: 3.739 -2.666 3.346
H: 3.666 -4.499 4.119
H: 3.015 -3.233 5.149
H: 0.989 -2.937 3.843
H: 1.190 -4.701 3.525
C: 4.799 -2.309 -1.962
C: 4.019 -0.975 -2.092
O: 3.882 -0.719 -3.516
S: 5.076 -1.647 -4.359
O: 5.939 -0.776 -5.038
O: 4.351 -2.721 -5.032
O: 5.780 -2.196 -3.025
H: 4.215 -3.221 -2.170
H: 5.332 -2.435 -1.007
H: 4.564 -0.215 -1.537
H: 3.030 -1.078 -1.670
C: 0.572 5.556 3.073
C: -0.800 6.005 3.611
O: -1.504 4.832 4.074
S: -0.584 3.565 3.806
O: -1.409 2.500 3.150
O: 0.161 3.244 5.021
O: 0.305 4.184 2.709
H: 1.384 5.670 3.788
H: 0.788 6.047 2.137
H: -1.430 6.460 2.854
H: -0.675 6.683 4.457
C: -4.405 2.960 2.854
C: -4.797 2.085 4.063
O: -5.460 0.909 3.572
S: -5.371 0.855 1.993
O: -6.676 1.215 1.425
O: -4.816 -0.446 1.528
O: -4.302 2.018 1.837
H: -3.450 3.447 2.902
H: -5.211 3.619 2.510
H: -5.394 2.587 4.796
H: -3.874 1.760 4.550
C: -5.291 -1.467 -1.705
C: -4.482 -0.610 -2.718
O: -3.768 -1.526 -3.549
S: -4.439 -2.990 -3.404
O: -3.503 -4.057 -3.659
O: -5.696 -3.067 -4.132
O: -4.766 -2.793 -1.867
H: -6.368 -1.464 -1.774
H: -5.005 -1.295 -0.677
H: -3.800 0.061 -2.259
H: -5.173 -0.074 -3.351
C: 3.410 1.593 0.743
C: 2.566 1.905 2.026
O: 3.314 2.879 2.752
S: 4.014 3.848 1.707
O: 5.304 4.257 2.261
O: 3.067 4.908 1.342
O: 4.040 2.853 0.467
H: 2.691 1.411 -0.075
H: 4.090 0.760 0.821
H: 2.611 1.104 2.741
H: 1.561 2.300 1.880
C: 1.079 -2.309 -4.990
C: -0.456 -2.652 -4.893
O: -0.696 -3.373 -6.084
S: 0.175 -2.734 -7.286
O: -0.491 -1.541 -7.822
O: 0.571 -3.829 -8.135
O: 1.397 -2.246 -6.347
H: 1.673 -3.056 -4.517
H: 1.289 -1.337 -4.544
H: -1.156 -1.820 -4.844
H: -0.634 -3.347 -4.093
C: -0.568 0.312 1.016
C: -1.794 -0.521 0.713
O: -1.426 -1.350 -0.406
S: -0.170 -0.785 -1.153
O: -0.426 0.275 -2.142
O: 0.611 -1.893 -1.620
O: 0.498 -0.345 0.246
H: -0.296 0.296 2.068
H: -0.666 1.368 0.753
H: -2.647 0.065 0.419
H: -2.071 -1.146 1.576

Atoms 1-3, force components in eV/Å:
-0.43 0.92 1.97
0.51 -1.20 -1.13
-0.34 1.40 -0.08

Relative energy (zero: lowest compared OMol25 entry of this formula, charge and spin) in eV: 2.179
Charge: 0
HOMO level in Ha: -0.377
DFT total energy in Ha: -6221.79882

---

Entry 6:
Below is a single C2H6N2Si molecule, with properties calculated with the ωB97M-V functional and the def2-TZVPD basis.

Geometry (Å):
C: -1.626 0.159 -0.573
C: -1.688 -0.180 0.696
N: 1.226 -1.424 0.015
N: 1.036 1.314 -0.135
Si: 0.050 -0.154 0.057
H: -2.347 0.442 -1.290
H: -2.485 0.130 1.384
H: 1.564 -2.139 0.600
H: 1.674 -1.672 -0.852
H: 0.556 2.182 0.206
H: 2.040 1.343 -0.107

Atoms 1-3, force components in eV/Å:
-0.50 0.93 -2.61
-0.89 -1.40 2.95
-0.37 0.61 -1.26

Relative energy (zero: lowest compared OMol25 entry of this formula, charge and spin) in eV: 0.812
Charge: 0
HOMO level (alpha / beta) in Ha: -0.161 / -0.353
DFT total energy in Ha: -478.62540
2S+1: 3

---

Entry 7:
Below is a 2-piece molecular cluster, CH2I2O3 overall, with properties calculated with the ωB97M-V functional and the def2-TZVPD basis.

Geometry (Å):
C: 0.668 0.979 -0.165
O: 1.665 1.564 0.490
O: -0.512 1.146 0.504
O: 0.687 0.426 -1.194
I: 2.105 -1.911 -4.975
I: -0.411 -2.631 -4.462
H: 1.413 1.740 1.481
H: -1.396 1.105 0.123

Atoms 1-3, force components in eV/Å:
-2.69 0.83 1.04
-0.11 0.03 2.59
0.38 0.94 2.29

Relative energy (zero: lowest compared OMol25 entry of this formula, charge and spin) in eV: 0.000
Charge: 0
HOMO level in Ha: -0.337
DFT total energy in Ha: -860.43324
SMILES: O=C(O)O.II

---

Entry 8:
Below is C7H14 as an isolated structure, with properties calculated with the ωB97M-V functional and the def2-TZVPD basis.

Geometry (Å):
C: -2.465 0.010 1.148
C: -1.182 0.501 1.822
C: -0.158 1.060 0.866
C: 0.863 0.204 0.576
C: 0.911 -1.200 0.665
C: 1.995 0.203 -0.219
C: 2.098 1.113 -1.407
H: -2.280 0.112 0.069
H: -2.583 -1.035 1.487
H: -3.437 0.475 1.381
H: -0.647 -0.312 2.290
H: -1.355 1.218 2.623
H: 0.139 2.099 0.958
H: -1.738 -2.177 -4.393
H: 0.320 -1.879 0.049
H: 1.731 -1.719 1.168
H: 2.976 -0.017 0.199
H: -1.652 -2.866 -4.119
H: 1.948 0.665 -2.413
H: 3.107 1.586 -1.399
H: 1.407 1.960 -1.350

Atoms 1-3, force components in eV/Å:
-0.20 -0.75 0.14
-0.05 1.08 -0.16
1.98 -0.83 1.29

Relative energy (zero: lowest compared OMol25 entry of this formula, charge and spin) in eV: 5.241
Charge: 0
HOMO level in Ha: -0.279
DFT total energy in Ha: -274.92365